{"formula": "C5H9N", "method": "ωB97M-V with the def2-TZVPD basis set", "orbital_gap_ev": 8.2, "de_lowest_ev": 4.450, "lumo_energy_ev": 0.948, "energy_ha": -250.50340, "species": ["C", "C", "C", "N", "C", "C", "H", "H", "H", "H", "H", "H", "H", "H", "H"], "xyz": [[-0.150, -1.494, -0.305], [0.086, -0.820, -1.628], [0.687, -0.255, -0.372], [0.259, 1.019, 0.174], [0.520, 1.481, 1.657], [-0.846, 1.178, 1.142], [-1.153, -1.434, 0.105], [0.367, -2.423, -0.086], [0.755, -1.285, -2.347], [-0.759, -0.299, -2.068], [1.758, -0.388, -0.241], [0.896, 0.557, 2.127], [0.431, 1.801, -0.443], [-1.535, 1.989, 0.898], [-1.368, 0.237, 1.327]], "atomic_forces_ev_per_a": [[-0.1, -0.1, 0.2], [0.0, 0.1, -0.2], [0.2, 0.0, 0.1], [0.1, 0.1, -0.1], [0.0, -0.3, 0.1], [-0.2, 0.0, -0.1], [0.2, 0.0, -0.1], [-0.1, 0.2, -0.1], [-0.1, 0.1, 0.1], [0.1, 0.0, 0.1], [-0.1, 0.0, 0.0], [-0.1, 0.1, 0.0], [-0.2, -0.1, -0.1], [0.2, -0.1, 0.1], [0.1, 0.2, 0.0]], "nbo_charge": [-0.42, -0.43, -0.07, -0.42, -0.42, -0.27, 0.22, 0.23, 0.22, 0.22, 0.22, 0.13, 0.41, 0.19, 0.18]}